1.
ORCA calculation (the ωB97M-V functional and the def2-TZVPD basis) on one molecule with the formula C2H3N3O2 in a non-equilibrium geometry.

## Properties
Gap between HOMO and LUMO = 9.9 eV
Calculated total energy = -392.6963 hartree
Highest occupied orbital energy = -0.34530 hartree
SMILES = [H]/N=c1\[nH]oc(=O)[nH]1
Energy above the lowest of the compared OMol25 structures with the same formula, charge and spin = 255.3 kJ/mol
Lowest unoccupied orbital energy = 0.0201 hartree
Maximum force = 5.91 eV/Å

Structure (ORCA input):
```
! RIJCOSX wB97M-V def2-TZVPD def2/J DEFGRID3
* xyz 0 1
H -2.405 -0.436 1.846
N -2.197 -0.167 0.917
C -0.921 -0.034 0.716
N 0.230 -0.618 1.120
O 1.231 -0.414 0.316
C 0.817 0.258 -0.856
O 1.367 0.452 -1.854
N -0.467 0.576 -0.573
H 0.567 -0.690 2.067
H -1.288 0.935 -1.026
*
```

=====

2.
ORCA calculation (the ωB97M-V functional and the def2-TZVPD basis) on a 2-piece molecular cluster, C5H13N3O overall in a non-equilibrium geometry.

## Properties
Gap between HOMO and LUMO = 8.0 eV
Calculated total energy = -437.7363 hartree
Highest occupied orbital energy = -0.26523 hartree
SMILES = CNC(N)=O.C=C(C)N
Energy above the lowest of the compared OMol25 structures with the same formula, charge and spin = 309.2 kJ/mol
Lowest unoccupied orbital energy = 0.0290 hartree
Maximum force = 5.31 eV/Å

Structure (ORCA input):
```
! RIJCOSX wB97M-V def2-TZVPD def2/J DEFGRID3
* xyz 0 1
C -0.810 2.000 -0.288
N 0.090 0.878 -0.566
C 1.398 0.942 0.096
N 2.441 0.805 -0.801
O 1.527 1.412 1.210
H -0.936 2.066 0.792
H -0.371 2.939 -0.629
H -1.754 1.808 -0.798
H 0.196 0.756 -1.568
H 3.325 0.723 -0.315
H 2.326 0.074 -1.489
C -0.789 -1.823 -1.020
C -0.536 -1.021 0.062
C -1.653 -0.805 1.064
N 0.799 -1.243 0.865
H 0.018 -2.140 -1.674
H -1.725 -2.355 -1.133
H -1.426 0.073 1.673
H -2.611 -0.649 0.564
H -1.758 -1.663 1.732
H 1.430 -1.891 0.405
H 0.818 -0.885 1.818
*
```

=====

3.
ORCA calculation (the ωB97M-V functional and the def2-TZVPD basis) on one molecule with the formula C11H16NP in a non-equilibrium geometry.

## Properties
Gap between HOMO and LUMO = 9.0 eV
Calculated total energy = -824.7807 hartree
Highest occupied orbital energy = -0.29604 hartree
SMILES = C[C@@H]1c2ccccc2CCCN1P
Energy above the lowest of the compared OMol25 structures with the same formula, charge and spin = 167.5 kJ/mol
Lowest unoccupied orbital energy = 0.0357 hartree
Maximum force = 3.89 eV/Å

Structure (ORCA input):
```
! RIJCOSX wB97M-V def2-TZVPD def2/J DEFGRID3
* xyz 0 1
C -0.255 0.352 -2.774
C 0.350 0.000 -1.323
C -0.745 -0.473 -0.356
C -2.119 -0.166 -0.505
C -2.993 -0.239 0.564
C -2.590 -0.791 1.752
C -1.294 -1.296 1.790
C -0.315 -1.137 0.856
C 1.087 -1.397 1.198
C 2.036 -0.190 1.304
C 2.426 0.447 -0.043
N 1.275 1.140 -0.759
P 0.418 2.344 0.154
H -0.610 1.374 -2.810
H -1.074 -0.386 -3.059
H 0.535 0.314 -3.476
H 1.002 -0.800 -1.344
H -2.499 0.306 -1.439
H -3.978 0.177 0.492
H -3.194 -0.624 2.746
H -0.993 -1.697 2.716
H 0.987 -1.909 2.229
H 1.408 -1.984 0.418
H 1.611 0.511 1.998
H 2.992 -0.509 1.647
H 3.292 1.040 0.080
H 2.673 -0.321 -0.789
H -0.642 2.486 -0.916
H 1.206 3.428 -0.352
*
```

=====

4.
ORCA calculation (the ωB97M-V functional and the def2-TZVPD basis) on one molecule with the formula C23H22N2O6S2 in a non-equilibrium geometry.

## Properties
Gap between HOMO and LUMO = 7.3 eV
Calculated total energy = -2247.0365 hartree
Highest occupied orbital energy = -0.28798 hartree
SMILES = COc1ccc(/C=C2\SC(=S)N(CCCC(=O)Nc3cccc(C(=O)O)c3)C2=O)cc1OC
Energy above the lowest of the compared OMol25 structures with the same formula, charge and spin = 0.0 kJ/mol
Lowest unoccupied orbital energy = -0.0193 hartree
Maximum force = 1.14 eV/Å

Structure (ORCA input):
```
! RIJCOSX wB97M-V def2-TZVPD def2/J DEFGRID3
* xyz 0 1
C -1.947 -5.786 -2.785
O -1.031 -4.723 -2.899
C -0.661 -4.049 -1.775
C -1.120 -4.365 -0.498
C -0.756 -3.616 0.598
C 0.091 -2.509 0.467
C 0.372 -1.732 1.639
C 0.991 -0.542 1.788
S 1.701 0.512 0.587
C 1.987 1.769 1.776
S 2.629 3.228 1.406
N 1.618 1.358 3.011
C 1.665 2.204 4.187
C 0.277 2.717 4.579
C -0.295 3.719 3.576
C -0.690 3.033 2.273
O -1.040 1.874 2.225
N -0.613 3.859 1.192
C -0.589 3.503 -0.161
C -0.225 4.485 -1.083
C -0.086 4.173 -2.422
C -0.268 2.874 -2.859
C -0.647 1.897 -1.946
C -0.759 0.469 -2.337
O -1.413 -0.355 -1.746
O -0.004 0.172 -3.396
C -0.843 2.213 -0.606
C 1.074 0.086 3.112
O 0.745 -0.412 4.163
C 0.590 -2.223 -0.806
C 0.229 -2.966 -1.915
O 0.740 -2.520 -3.111
C 1.006 -3.436 -4.156
H -2.901 -5.450 -2.371
H -2.102 -6.145 -3.802
H -1.546 -6.600 -2.174
H -1.793 -5.195 -0.360
H -1.149 -3.873 1.569
H -0.010 -2.137 2.571
H 2.062 1.593 5.002
H 2.346 3.032 3.975
H 0.360 3.189 5.558
H -0.400 1.865 4.660
H 0.431 4.510 3.381
H -1.197 4.171 3.996
H -0.314 4.809 1.367
H -0.033 5.492 -0.740
H 0.194 4.945 -3.122
H -0.120 2.611 -3.894
H 0.051 -0.799 -3.512
H -1.153 1.438 0.076
H 1.269 -1.399 -0.960
H 0.097 -3.720 -4.689
H 1.500 -4.334 -3.779
H 1.680 -2.911 -4.833
*
```

=====

5.
ORCA calculation (the ωB97M-V functional and the def2-TZVPD basis) on C26H64CrF6K2N8O16P2S3 as an isolated structure in a non-equilibrium geometry.

## Properties
Gap between HOMO and LUMO (spin up / spin down) = 6.4 / 7.9 eV
Calculated total energy = -7391.9152 hartree
Highest occupied orbital energy (spin up / spin down) = -0.25408 / -0.30779 hartree
<S²> = 6.006
Lowest unoccupied orbital energy (spin up / spin down) = -0.0184 / -0.0185 hartree
Maximum force = 5.26 eV/Å

Structure (ORCA input):
```
! RIJCOSX wB97M-V def2-TZVPD def2/J DEFGRID3
* xyz 0 5
Cr 1.283 -2.084 -1.478
K 3.289 -0.416 -5.193
K 5.266 -3.814 -2.583
S 3.838 -1.244 -1.558
O 2.809 -0.718 -0.740
O 4.272 -0.312 -2.603
O 4.857 -1.893 -0.764
O 3.105 -2.272 -2.252
C 1.466 -6.337 0.257
F 1.835 -7.724 0.356
F 0.110 -6.190 0.371
F 1.918 -5.646 1.354
S 1.930 -5.603 -1.522
O 1.450 -4.183 -1.411
O 3.358 -5.643 -1.665
O 1.327 -6.349 -2.578
C -1.696 -1.439 -4.665
F -1.698 -0.618 -3.638
F -2.607 -2.467 -4.572
F -2.034 -0.792 -5.766
S 0.196 -2.012 -4.850
O 0.807 -1.114 -5.855
O 0.843 -1.813 -3.559
O 0.120 -3.419 -5.353
O 2.770 2.572 -4.777
P 1.950 3.559 -4.031
N 2.561 4.159 -2.567
C 1.718 5.015 -1.631
C 3.897 3.727 -2.150
N 0.383 2.971 -3.655
C 0.153 1.498 -3.611
C -0.678 3.886 -3.158
N 1.649 4.925 -4.987
C 0.613 4.998 -6.028
C 2.809 5.682 -5.515
H 2.321 5.635 -0.967
H 0.983 4.410 -1.100
H 0.998 5.687 -2.097
H 3.865 2.680 -1.850
H 4.259 4.372 -1.349
H 4.531 3.876 -3.024
H 0.242 1.023 -4.588
H 0.844 1.168 -2.835
H -0.837 1.350 -3.181
H -0.635 4.957 -3.355
H -1.658 3.532 -3.477
H -0.825 3.833 -2.079
H 0.874 4.437 -6.926
H -0.239 4.483 -5.583
H 0.417 6.044 -6.260
H 3.556 5.780 -4.727
H 2.463 6.709 -5.631
H 3.228 5.473 -6.500
O -3.522 -1.050 6.101
P -3.662 -1.225 4.620
N -5.275 -1.498 3.998
C -5.627 -1.640 2.584
C -6.150 -2.436 4.725
N -2.746 -2.535 3.959
C -2.569 -3.771 4.714
C -2.512 -2.700 2.522
N -3.151 0.167 3.767
C -1.701 0.467 4.037
C -3.952 1.336 4.049
H -6.564 -1.136 2.348
H -5.717 -2.696 2.328
H -4.819 -1.457 1.875
H -7.163 -2.281 4.356
H -6.126 -2.149 5.776
H -5.953 -3.474 4.455
H -3.565 -4.189 4.864
H -2.026 -4.554 4.186
H -2.139 -3.639 5.707
H -3.184 -3.478 2.162
H -2.595 -1.735 2.022
H -1.536 -3.169 2.398
H -1.482 0.437 5.104
H -1.201 -0.428 3.668
H -1.414 1.392 3.537
H -3.955 1.463 5.131
H -5.022 1.323 3.843
H -3.453 2.173 3.561
O 1.100 -2.389 0.585
C 1.472 -2.019 1.708
O 0.727 -1.292 2.542
C 1.480 -0.946 3.746
C 2.840 -1.449 3.626
C 2.767 -2.506 2.527
H 1.064 -1.370 4.660
H 1.331 0.111 3.964
H 3.165 -1.975 4.524
H 3.630 -0.713 3.477
H 2.714 -3.489 2.996
H 3.617 -2.556 1.847
C -2.131 0.553 0.098
C -1.371 -0.786 -0.091
C -2.061 -2.009 -0.811
O -1.026 -2.966 -1.208
C -1.550 -4.224 -1.574
N -0.261 -0.500 -0.895
H -2.302 1.243 -0.728
H -1.582 1.134 0.840
H -2.991 0.261 0.701
H -1.111 -1.264 0.854
H -2.549 -1.671 -1.724
H -2.888 -2.346 -0.186
H -0.787 -4.830 -2.061
H -2.344 -4.145 -2.317
H -1.906 -4.794 -0.715
H 0.232 0.122 -0.270
H -0.586 0.032 -1.690
C 3.493 1.849 1.332
C 1.955 1.714 1.162
C 1.268 2.941 1.756
O 1.648 3.102 3.154
C 0.890 4.076 3.920
N 1.815 1.681 -0.280
H 4.072 1.120 0.765
H 3.622 1.748 2.409
H 3.736 2.905 1.211
H 1.543 0.771 1.522
H 0.191 2.844 1.619
H 1.390 3.912 1.276
H 1.090 4.316 4.965
H -0.137 3.766 4.113
H 0.744 5.050 3.453
H 2.360 2.372 -0.775
H 2.150 0.757 -0.515
*
```

=====

6.
ORCA calculation (the ωB97M-V functional and the def2-TZVPD basis) on a 2-piece molecular cluster, C4H7NO2 overall in a non-equilibrium geometry.

## Properties
Gap between HOMO and LUMO = 8.1 eV
Calculated total energy = -361.7101 hartree
Highest occupied orbital energy = -0.29323 hartree
Energy above the lowest of the compared OMol25 structures with the same formula, charge and spin = 448.2 kJ/mol
Lowest unoccupied orbital energy = 0.0037 hartree
Maximum force = 1.53 eV/Å

Structure (ORCA input):
```
! RIJCOSX wB97M-V def2-TZVPD def2/J DEFGRID3
* xyz 0 1
C 1.141 0.441 -0.546
C 0.010 0.550 0.445
C -0.144 -0.413 1.467
C -1.246 -0.817 -0.490
O -0.463 -1.593 1.107
O -0.373 1.843 0.790
N -1.019 -1.368 -1.567
H 0.319 2.470 0.545
H -0.092 -1.664 -1.839
H -0.248 -0.121 2.517
H -2.203 -0.580 -0.056
H 1.529 -0.575 -0.584
H 0.825 0.731 -1.552
H 1.964 1.096 -0.236
*
```